# 1
C13H23IN4O3S4Sr as an isolated structure in a non-equilibrium geometry, computed with wB97M-V/def2-TZVPD.

The geometry in XYZ format:
```
49
Properties=species:S:1:pos:R:3:mulliken_charge:R:1
Sr -0.157 1.077 -0.185 0.953
N -1.675 1.048 1.752 -0.606
C -0.953 -0.243 2.089 -1.186
C 0.628 -0.385 2.152 -0.129
N 1.482 -0.414 0.919 -0.163
C 2.633 -1.304 1.014 -1.058
C 2.249 -2.703 0.536 -0.549
N 1.717 -2.748 -0.822 -0.525
H -2.258 1.267 2.551 0.399
H -0.965 1.789 1.853 -0.027
H -1.199 -0.507 3.115 0.507
H -1.323 -1.030 1.423 0.427
H 0.998 0.378 2.839 0.313
H 0.743 -1.365 2.622 0.372
H 1.888 0.533 0.896 0.341
H 3.403 -0.907 0.347 0.414
H 3.045 -1.331 2.032 0.353
H 3.119 -3.364 0.599 0.414
H 1.496 -3.120 1.213 0.283
H 0.919 -2.121 -0.873 0.042
H 2.376 -2.317 -1.467 0.325
C 1.829 2.687 -4.378 -1.514
C 0.740 1.986 -3.585 0.393
S 1.258 0.510 -2.756 -0.549
C -0.508 2.498 -3.553 0.347
C -0.833 3.770 -4.305 -1.462
S -1.864 1.824 -2.640 -0.604
H 2.780 2.183 -4.222 0.327
H 1.947 3.733 -4.075 0.287
H 1.621 2.686 -5.455 0.311
H -0.219 3.903 -5.201 0.329
H -0.686 4.652 -3.671 0.204
H -1.882 3.766 -4.603 0.368
I -2.814 -5.450 -1.960 0.035
C -3.026 -3.388 -1.683 -0.480
C -4.233 -2.763 -1.947 -0.045
C -4.314 -1.399 -1.734 -1.070
C -3.192 -0.720 -1.278 -0.342
N -2.032 -1.327 -1.034 0.315
C -1.951 -2.640 -1.227 0.027
H -5.083 -3.327 -2.309 0.365
H -5.229 -0.857 -1.927 0.383
H -3.225 0.347 -1.106 0.610
H -0.995 -3.113 -1.030 0.252
O 1.188 4.076 4.282 -0.686
S 0.341 3.161 3.535 1.045
O -1.017 3.649 3.300 -0.665
O 0.334 1.796 4.090 -0.646
S 1.220 3.003 1.580 -0.435
```

* LUMO level: 3.23 eV
* molar mass: 626.144 g/mol
* total charge: -2
* gap between HOMO and LUMO: 0.141 Ha
* HOMO level: -0.6 eV
* relative energy (zero: lowest compared OMol25 entry of this formula, charge and spin): 2.483 eV
* energy: -78237.8069 eV



# 2
The molecule C13H23NO3, computed with wB97M-V/def2-TZVPD.

The geometry in XYZ format:
```
40
Properties=species:S:1:pos:R:3:mulliken_charge:R:1
C -5.798 -0.396 0.934 -1.405
C -4.315 -0.268 0.611 -0.095
C -3.843 -1.386 -0.317 -0.948
C -2.334 -1.371 -0.560 -0.349
C -1.874 -0.152 -1.358 -0.564
C -0.400 -0.214 -1.752 -1.053
C 0.556 -0.078 -0.555 0.337
C 0.463 1.285 0.067 -0.266
N -0.496 1.588 0.831 -0.268
O -0.481 2.897 1.336 -0.472
H -1.265 2.936 1.899 0.366
C 1.629 2.136 -0.337 -0.544
C 2.404 1.294 -1.349 -1.078
H 2.090 1.524 -2.367 0.377
H 3.479 1.453 -1.271 0.433
C 2.031 -0.150 -1.001 0.076
C 2.884 -0.666 0.142 0.132
O 3.698 -0.031 0.758 -0.593
O 2.611 -1.954 0.392 -0.284
C 3.327 -2.548 1.466 -0.723
H 3.097 -2.037 2.403 0.314
H 4.402 -2.484 1.286 0.301
H 3.006 -3.586 1.508 0.239
H 2.154 -0.838 -1.841 0.618
H 2.232 2.335 0.553 0.306
H 1.296 3.098 -0.727 0.417
H 0.320 -0.861 0.168 0.578
H -0.190 0.588 -2.463 0.327
H -0.196 -1.166 -2.248 0.386
H -2.039 0.749 -0.769 0.215
H -2.473 -0.081 -2.269 0.388
H -1.825 -1.388 0.405 0.206
H -2.056 -2.277 -1.104 0.304
H -4.367 -1.308 -1.273 0.354
H -4.115 -2.347 0.128 0.369
H -4.133 0.699 0.142 0.250
H -3.735 -0.304 1.536 0.285
H -6.119 0.409 1.591 0.381
H -6.392 -0.352 0.024 0.334
H -6.003 -1.343 1.429 0.351
```

* LUMO level: 0.82 eV
* SMILES string: CCCCCC[C@@H]1/C(=N/O)CC[C@H]1C(=O)OC
* molar mass: 241.331 g/mol
* gap between HOMO and LUMO: 0.379 Ha
* HOMO level: -9.5 eV
* relative energy (zero: lowest compared OMol25 entry of this formula, charge and spin): 2.034 eV
* energy: -21486.0776 eV



# 3
C13H24AgN6OTa as an isolated structure in a non-equilibrium geometry, computed with wB97M-V/def2-TZVPD.

The geometry in XYZ format:
```
46
Properties=species:S:1:pos:R:3:mulliken_charge:R:1
N 2.221 -0.497 0.204 -0.557
C 3.067 -1.253 0.814 0.707
O 4.234 -1.512 0.622 -0.300
Ag 3.042 -0.240 -1.812 0.729
Ta 0.341 -0.026 0.219 0.575
N -0.841 -1.550 -0.471 0.296
N -0.157 1.732 -0.618 0.311
C -0.379 -2.970 -0.665 1.303
C 0.328 3.081 -0.236 1.441
C 0.767 -3.053 -1.661 -1.221
C -1.427 -3.955 -1.168 -1.999
C 0.080 -3.487 0.693 -1.381
C 0.329 4.120 -1.331 -2.033
C -0.557 3.576 0.889 -1.271
C 1.746 2.967 0.282 -1.585
H 0.482 -2.619 -2.619 0.344
H 1.088 -4.102 -1.772 0.489
H 1.612 -2.445 -1.307 0.075
H -2.308 -4.062 -0.547 0.534
H -1.008 -4.967 -1.171 0.452
H -1.789 -3.799 -2.181 0.454
H 0.946 -2.917 1.051 0.165
H 0.364 -4.548 0.632 0.452
H -0.738 -3.388 1.409 0.376
H 0.749 3.781 -2.267 0.482
H 0.862 5.029 -1.016 0.418
H -0.656 4.466 -1.609 0.519
H -1.583 3.772 0.575 0.373
H -0.201 4.536 1.251 0.446
H -0.489 2.943 1.779 0.192
H 1.804 2.312 1.157 0.415
H 2.083 3.956 0.632 0.495
H 2.429 2.566 -0.475 0.218
C -1.230 1.740 -1.614 -1.003
H -1.236 0.798 -2.177 0.371
H -2.284 1.898 -1.293 0.330
H -1.120 2.666 -2.212 0.367
C -2.236 -1.369 -0.932 -1.100
H -2.965 -2.123 -0.601 0.284
H -2.671 -0.445 -0.576 0.339
H -2.221 -1.366 -2.022 0.489
N -0.106 0.061 2.073 -0.634
C -0.135 0.140 3.281 0.877
N -0.189 -0.292 4.438 -0.330
C -0.058 0.249 5.624 0.408
N 0.013 0.596 6.730 -0.312
```

* LUMO level: -9.87 eV
* molar mass: 569.192 g/mol
* total charge: +2
* gap between HOMO and LUMO: 0.210 Ha
* HOMO level: -15.6 eV
* energy: -30390.1888 eV